Here is an isolated ion of composition C5H10NO and charge +1 in a non-equilibrium geometry from OMol25. Energies are from ωB97M-V/def2-TZVPD.

```
17
Properties=species:S:1:pos:R:3:forces:R:3
C 0.407 -1.911 -0.735 0.88 -1.40 0.24
C -0.111 -0.709 -0.785 -0.14 0.07 0.10
N 0.636 0.330 -1.544 -1.08 -0.12 -0.14
C -1.204 -0.170 0.108 1.54 1.42 -0.43
C -0.528 0.344 1.399 -0.46 -0.60 0.22
C 0.315 1.580 1.300 0.92 -0.62 0.81
O 1.275 1.649 0.557 -0.25 0.61 -0.09
H 1.307 -2.222 -1.270 -0.23 0.44 -0.20
H 0.108 -2.724 -0.060 -0.56 0.64 -0.31
H -0.029 0.992 -1.991 0.72 -0.52 -0.06
H 1.294 -0.084 -2.201 -0.16 0.12 -0.21
H 1.145 0.856 -0.787 0.17 0.31 0.05
H -1.891 -0.936 0.347 -0.72 -0.77 0.17
H -1.728 0.670 -0.364 -0.15 -0.31 -0.08
H -1.239 0.460 2.188 -0.82 0.42 0.33
H 0.070 -0.493 1.778 0.48 0.32 -0.11
H 0.171 2.368 2.061 -0.15 -0.01 -0.31
```
Positions in Å, forces in eV/Å.

## Properties
* DFT total energy: -8877.1303 eV
* energy above the lowest of the compared OMol25 structures with the same formula, charge and spin: 33.44 kcal per mole
* SMILES: C=C([NH3+])CCC=O
* HOMO level: -14.87 eV
* net charge: +1


Here is an isolated ion of composition C5H10NO and charge +1 in a non-equilibrium geometry from OMol25. Energies are from ωB97M-V/def2-TZVPD.

```
17
Properties=species:S:1:pos:R:3:forces:R:3
C -0.188 0.859 -0.801 0.09 -2.72 -1.82
C 1.249 1.080 -0.320 1.08 2.95 -1.77
C -0.793 -0.267 -0.032 0.13 -2.11 1.01
C -0.205 -1.561 -0.131 -0.79 -0.27 -2.53
C -1.786 -0.084 1.047 0.49 1.04 -0.74
N 1.923 -0.092 0.185 1.25 -0.78 -0.04
O 3.073 -0.087 0.481 -0.59 0.65 -0.14
H -0.727 1.772 -0.852 -0.54 0.74 0.45
H -0.137 0.483 -1.878 -0.07 0.51 1.25
H 1.800 1.463 -1.302 -0.57 -0.66 2.42
H 1.216 1.907 0.436 0.56 -0.80 -0.47
H -0.725 -2.501 0.308 1.15 1.91 -0.61
H 0.977 -1.225 0.137 -0.73 -0.12 0.51
H 0.141 -1.647 -1.236 -0.48 -0.61 1.61
H -1.999 0.987 1.001 -1.17 -0.38 0.50
H -1.226 -0.245 1.969 -0.06 -0.19 0.30
H -2.593 -0.842 0.986 0.25 0.83 0.09
```
Positions in Å, forces in eV/Å.

## Properties
* DFT total energy: -8872.6455 eV
* energy above the lowest of the compared OMol25 structures with the same formula, charge and spin: 136.86 kcal per mole
* HOMO level: -14.09 eV
* net charge: +1


Here is a 2-piece molecular cluster, C5H10NO2 overall in a non-equilibrium geometry from OMol25. Energies are from ωB97M-V/def2-TZVPD.

```
18
Properties=species:S:1:pos:R:3:forces:R:3
N 3.065 1.041 0.187 0.10 0.07 -0.26
C 1.682 0.676 0.352 0.65 -0.03 -0.01
O 1.423 -0.516 0.058 0.11 0.20 0.31
O 0.933 1.595 0.737 -0.24 0.02 0.03
H 3.342 1.899 0.630 -0.15 0.06 0.19
H 3.714 0.286 0.323 -0.01 -0.16 -0.03
C -0.694 -1.445 -1.785 0.03 -0.10 0.10
C -1.813 -1.035 -0.858 0.60 -0.08 0.05
C -1.658 -0.326 0.261 -1.05 -0.55 -0.24
C -2.859 0.113 1.067 0.41 0.09 -0.10
H 0.224 -0.866 -1.629 -0.39 -0.07 0.04
H -0.421 -2.490 -1.596 -0.03 -0.02 -0.15
H -1.029 -1.366 -2.827 0.07 -0.04 0.06
H -2.790 -1.439 -1.132 -0.16 0.40 0.01
H -0.673 -0.090 0.626 0.19 0.35 -0.16
H -3.779 -0.060 0.505 -0.05 -0.10 0.14
H -2.904 -0.390 2.037 -0.08 -0.02 0.00
H -2.787 1.185 1.271 -0.02 -0.01 0.03
```
Positions in Å, forces in eV/Å.

## Properties
* DFT total energy: -10933.6956 eV
* energy above the lowest of the compared OMol25 structures with the same formula, charge and spin: 13.12 kcal per mole
* HOMO level: -4.31 eV
* net charge: -1


Here is C5H10NO2 as an isolated structure in a non-equilibrium geometry from OMol25. Energies are from ωB97M-V/def2-TZVPD.

```
18
Properties=species:S:1:pos:R:3:forces:R:3
C 2.184 1.120 1.822 0.56 -0.42 -2.30
N -2.101 -0.357 -0.021 1.66 0.22 -2.12
C -2.120 1.006 -0.486 -0.37 1.09 0.60
C 0.213 -1.056 0.755 -2.01 -1.54 -0.89
C -0.980 -1.073 -0.167 -4.47 -2.40 3.08
C 0.491 -0.372 -0.578 6.98 4.58 0.55
O 0.795 0.899 -0.377 -2.58 -0.77 -1.88
O 1.020 -0.987 -1.506 -1.17 -1.37 -0.88
H 1.720 1.941 2.364 -0.09 -0.18 0.29
H 1.562 0.934 0.574 0.99 0.72 3.05
H 3.202 1.391 1.512 0.01 0.29 0.26
H -1.669 1.083 -1.493 0.00 -0.13 0.24
H -3.140 1.398 -0.606 -0.07 -0.38 0.18
H -1.589 1.744 0.128 0.10 -0.04 0.06
H 0.838 -1.934 0.859 -0.27 -0.21 -0.43
H 2.299 0.166 2.336 -0.34 0.14 0.46
H 0.008 -0.561 1.690 0.29 0.88 -0.47
H -1.155 -1.922 -0.829 0.76 -0.50 0.20
```
Positions in Å, forces in eV/Å.

## Properties
* DFT total energy: -10927.4891 eV
* energy above the lowest of the compared OMol25 structures with the same formula, charge and spin: 156.25 kcal per mole
* HOMO level: -3.49 eV
* net charge: -1


Here is C5H10NO2 as an isolated structure in a non-equilibrium geometry from OMol25. Energies are from ωB97M-V/def2-TZVPD.

```
18
Properties=species:S:1:pos:R:3:forces:R:3
O -3.120 0.142 -1.594 -0.01 0.11 0.09
C -3.153 0.552 -0.412 -0.13 0.06 -0.76
O -2.861 -0.055 0.631 0.11 -0.19 0.60
C 2.223 -0.043 -0.299 -1.41 -0.09 -0.89
C 0.847 -0.380 0.329 0.49 0.21 -0.02
C 0.286 0.891 1.009 0.33 -0.23 0.15
C -0.054 -1.040 -0.702 0.01 -0.24 0.07
N 3.245 0.449 0.311 0.32 -1.02 -0.23
H -3.484 1.622 -0.287 -0.01 0.01 0.05
H 1.081 -1.108 1.114 -0.17 -0.05 0.10
H 0.727 1.801 0.603 -0.11 0.02 -0.22
H -0.794 0.917 0.945 -0.23 -0.05 -0.11
H 0.557 0.884 2.063 0.03 0.03 0.07
H 0.433 -1.967 -1.023 -0.07 0.03 -0.27
H -0.248 -0.400 -1.562 0.11 0.05 -0.08
H -1.041 -1.292 -0.319 0.01 0.15 0.22
H 3.107 -0.631 0.567 0.85 0.50 1.49
H 2.248 -0.341 -1.376 -0.12 0.70 -0.27
```
Positions in Å, forces in eV/Å.

## Properties
* DFT total energy: -10930.4075 eV
* energy above the lowest of the compared OMol25 structures with the same formula, charge and spin: 88.95 kcal per mole
* HOMO level: -4.28 eV
* net charge: -1


Here is a 2-piece molecular cluster, C5H10NO2 overall from OMol25. Energies are from ωB97M-V/def2-TZVPD.

```
18
Properties=species:S:1:pos:R:3:forces:R:3
O 0.169 -1.098 1.844 0.08 -0.01 0.11
C 0.737 -1.877 1.046 -0.08 0.02 0.14
O 0.233 -2.446 0.046 -0.03 -0.06 -0.09
C 2.216 -2.218 1.331 -0.20 0.03 -0.40
H 2.744 -2.293 0.378 0.08 0.00 0.06
H 2.681 -1.472 1.969 0.03 -0.01 0.13
H 2.247 -3.202 1.799 0.08 -0.02 0.13
C -0.427 2.829 -1.374 -0.03 0.04 0.17
C -1.003 1.754 -0.504 -0.01 0.04 0.07
C -1.367 0.534 -0.898 -0.03 0.00 0.06
N -1.923 -0.445 -0.085 -0.03 -0.08 -0.18
H -0.306 2.499 -2.407 -0.06 -0.02 -0.03
H -1.044 3.736 -1.366 0.01 -0.05 -0.11
H 0.556 3.128 -1.002 0.09 0.03 -0.07
H -1.079 1.965 0.558 -0.01 0.10 0.04
H -1.257 0.242 -1.939 0.00 0.03 -0.07
H -1.490 -1.348 -0.284 0.04 -0.05 0.03
H -1.688 -0.286 0.890 0.08 0.01 0.01
```
Positions in Å, forces in eV/Å.

## Properties
* DFT total energy: -10933.7357 eV
* energy above the lowest of the compared OMol25 structures with the same formula, charge and spin: 12.20 kcal per mole
* HOMO level: -3.96 eV
* net charge: -1


Here is an isolated molecule of C5H10NO2 in a non-equilibrium geometry from OMol25. Energies are from ωB97M-V/def2-TZVPD.

```
18
Properties=species:S:1:pos:R:3:forces:R:3
C 1.599 1.480 -0.438 -0.27 0.96 0.46
O 2.253 0.320 -0.875 0.45 0.24 -0.30
C 0.089 1.458 -0.726 -0.06 -0.25 0.10
C -0.833 1.260 0.469 0.13 1.06 0.04
C -0.763 -0.020 1.258 0.64 -0.98 0.01
C -0.912 -1.259 0.414 -1.34 -0.10 0.21
N 0.110 -1.549 -0.425 1.40 0.19 -0.14
O -1.874 -2.018 0.529 -0.07 -0.27 -0.05
H 1.999 2.378 -0.927 0.34 -0.51 -0.27
H 1.826 1.658 0.630 -0.37 -0.13 -0.07
H -0.034 0.712 -1.503 -0.26 -0.33 -0.16
H -0.303 2.367 -1.171 0.49 0.40 -0.20
H -0.636 2.111 1.111 0.41 0.03 0.62
H -1.827 1.547 0.157 -0.67 -0.72 -0.23
H -1.451 -0.079 2.098 -0.26 0.14 -0.19
H 0.230 -0.194 1.680 0.24 0.58 0.15
H -0.013 -2.369 -1.011 -0.68 -0.14 0.01
H 1.704 -0.431 -0.619 -0.12 -0.19 0.02
```
Positions in Å, forces in eV/Å.

## Properties
* DFT total energy: -10929.9577 eV
* energy above the lowest of the compared OMol25 structures with the same formula, charge and spin: 16.86 kcal per mole
* HOMO level (alpha / beta): -9.99 / -9.98 eV
* net charge: 0
* expectation value of S²: 0.774
* 2S+1: 2